No. 1
Formula: C32H35N2O
Source: the OMol25 dataset
Level of theory: the ωB97M-V functional and the def2-TZVPD basis

Values from the calculation:
HOMO level = -0.37072 Eh
Charge = +1
E = -38772.2990 eV
Kohn-Sham gap = 0.1734 Eh

Element x y z (Å)
1 H 3.1329 -0.4328 1.5702
2 C 0.1863 2.3955 -2.0285
3 H 2.8101 -2.7907 -0.0490
4 C 3.5717 1.2326 -1.3775
5 H 1.6468 3.6395 -0.5261
6 C 2.2361 3.3495 0.3547
7 C -2.8693 1.6660 1.5748
8 H 1.3100 0.6116 2.1937
9 H -5.5429 -0.6535 3.4418
10 C 1.4954 1.6138 1.8091
11 H 2.4566 4.4556 2.2234
12 H 1.3172 -0.5362 -4.3235
13 C -3.1797 0.2422 1.1218
14 H -2.2181 2.1621 0.8553
15 C -3.9188 0.2892 -0.2273
16 H -5.9248 0.2747 1.9589
17 C 0.0085 1.0584 -1.5956
18 C 0.8574 -2.9571 0.8226
19 C -0.4642 -3.3859 0.6355
20 C 0.0831 -4.0980 -1.6136
21 H -0.2098 -4.5710 -2.5529
22 C 1.0798 2.8023 2.3899
23 C -0.4492 0.7800 -0.2506
24 H 4.8393 -1.8940 0.5260
25 H -4.1665 -0.7240 -0.5700
26 H 1.9375 1.8147 -4.8908
27 C 2.1538 1.8629 0.5856
28 N -1.9975 -0.6566 1.0297
29 H 0.9077 4.7799 1.4341
30 C -0.8323 -4.0173 -0.5620
31 H -1.8442 -4.4180 -0.6670
32 C 3.0349 0.9456 -0.0984
33 N -3.9547 -0.4661 2.1192
34 H 3.2644 3.6959 0.1709
35 H -0.2245 3.2064 -1.4116
36 C 1.3743 -3.5799 -1.4582
37 C 4.4557 -1.0354 -0.0268
38 H -3.2781 0.7698 -0.9737
39 C -3.6717 -1.8098 2.1634
40 C 4.8988 -0.7848 -1.3304
41 C 4.4160 0.3344 -2.0181
42 C 1.6324 3.9877 1.6560
43 C 1.0092 0.2893 -3.6761
44 H -4.8431 0.8703 -0.1104
45 H -2.3938 1.6616 2.5632
46 H 3.2895 2.1689 -1.8704
47 C 0.9008 2.6643 -3.1870
48 H 0.0125 -1.0103 -2.2696
49 H -0.4960 1.6089 0.4503
50 C -1.0110 -0.4215 0.0868
51 H -2.9539 -2.3797 0.2301
52 C 3.4971 -0.2175 0.5627
53 H -1.0527 -2.7520 2.6180
54 H 4.7134 0.5145 -3.0511
55 O -4.2115 -2.6459 2.8803
56 H -3.8105 2.2304 1.6229
57 H 5.6144 -1.4597 -1.8028
58 C -5.1555 0.0690 2.7173
59 C 0.3060 0.0152 -2.5087
60 C -1.5144 -3.0801 1.6749
61 C 1.3383 1.6076 -4.0012
62 H 0.4984 2.8949 3.3051
63 H 2.0784 -3.5882 -2.2944
64 H -4.9223 1.0103 3.2233
65 H 1.1386 -2.4899 1.7714
66 H 1.1336 3.7001 -3.4509
67 H -2.1145 -3.9834 1.8682
68 C 1.7745 -3.0840 -0.2160
69 H -0.6696 -1.3292 -0.4142
70 C -2.5159 -2.0232 1.1933

No. 2
Formula: C5H11N
Source: the OMol25 dataset
Level of theory: the ωB97M-V functional and the def2-TZVPD basis

Values from the calculation:
Energy relative to the best compared isomer or geometry (same formula, charge and spin) = 6.9 kcal/mol
HOMO level = -0.32756 Eh
E = -6853.2293 eV
SMILES string = C[C@@H]1CCCN1
Kohn-Sham gap = 0.3714 Eh

Element x y z (Å)
1 C 0.9823 0.5034 0.4575
2 C 0.2598 -1.3257 -0.9565
3 N -0.7533 -0.2884 -0.8187
4 C -1.2860 1.5924 0.7698
5 C -0.5383 0.3015 0.5197
6 H -1.1524 2.2899 -0.0548
7 H -0.0365 -2.3055 -0.5401
8 H -2.3337 1.3437 0.9525
9 H 1.4936 0.6529 1.4121
10 H -0.7567 -0.4523 1.2921
11 H 2.3461 -0.7313 -0.6993
12 H -1.6654 -0.7303 -0.8195
13 H -0.8924 2.0846 1.6587
14 C 1.4594 -0.8644 -0.0782
15 H 1.6016 -1.5715 0.7296
16 H 1.1776 1.3756 -0.1642
17 H 0.5180 -1.5713 -1.9818

No. 3
Formula: C10H14N5
Source: the OMol25 dataset
Level of theory: the ωB97M-V functional and the def2-TZVPD basis

Values from the calculation:
Energy relative to the best compared isomer or geometry (same formula, charge and spin) = 18.3 kcal/mol
Multiplicity = 3
HOMO level (alpha / beta) = -0.37157 / -0.45494 Eh
Charge = +1
E = -18036.4068 eV
Kohn-Sham gap (alpha / beta) = 0.2565 / 0.1964 Eh

Element x y z (Å)
1 N -1.9704 -0.7742 3.0200
2 H -2.9714 1.4620 5.4162
3 C -1.3816 -1.6888 0.0474
4 N -0.5083 0.4465 0.0450
5 H 1.9560 1.0411 -2.2299
6 H -1.9700 -2.3943 0.6910
7 C 1.0173 -1.2981 -0.6983
8 H -2.5858 2.8495 3.6512
9 N 0.9623 1.1398 -1.6387
10 C -2.5968 1.8315 3.3751
11 H 2.4675 1.9332 -3.6625
12 C -2.0617 1.4390 2.1463
13 H 2.8557 -0.8526 -1.2724
14 H -2.0682 2.1795 1.3885
15 C -1.2013 -0.3923 0.7642
16 H 0.2387 -2.9870 0.2751
17 N 2.2350 -1.5822 -0.8860
18 C 0.4763 0.3183 -0.7847
19 H -2.4551 -1.1324 5.0240
20 H 3.7277 1.6833 -2.5219
21 C -1.7008 0.1060 1.9867
22 C -0.1005 -2.2127 -0.4120
23 H -2.0762 -1.4185 -0.7208
24 C -2.7023 1.0010 4.4827
25 C -2.3702 -0.3093 4.1918
26 H -0.1894 -2.8957 -1.3097
27 H 0.6621 2.1168 -1.7416
28 N 3.0576 1.2601 -3.1337
29 H 3.5027 0.5662 -3.5882

No. 4
Formula: C5H9N3O2S
Source: the OMol25 dataset
Level of theory: the ωB97M-V functional and the def2-TZVPD basis

Values from the calculation:
Energy relative to the best compared isomer or geometry (same formula, charge and spin) = 105.3 kcal/mol
HOMO level = -0.29808 Eh
E = -24725.9602 eV
Kohn-Sham gap = 0.2964 Eh

Element x y z (Å)
1 C 2.4597 2.0695 -0.7706
2 N 0.9357 0.4294 -0.4557
3 C -2.8106 0.4309 1.0137
4 O 3.0808 -3.0835 0.8049
5 H -2.0852 2.6408 -1.0886
6 H -0.7991 -2.1228 0.3541
7 N 0.9725 -0.6617 -0.6688
8 H -2.5444 1.3280 0.5986
9 H -3.3456 0.4009 1.9232
10 S 3.7909 1.0932 -0.7693
11 C 3.7496 -3.6611 0.0767
12 O 4.3940 -4.2550 -0.6201
13 H -3.4488 -0.0804 0.3055
14 C 1.1503 1.6890 -0.4791
15 H 0.3006 2.3785 -0.4391
16 H 2.7027 3.0890 -0.9272
17 N -1.6633 -1.6246 0.5113
18 C -1.5322 -0.4101 0.9312
19 H -2.4609 -2.1441 0.2848
20 H -2.8466 2.4942 -0.5853

No. 5
Formula: C28H60F12N6O16PtS4
Source: the OMol25 dataset
Level of theory: the ωB97M-V functional and the def2-TZVPD basis

Values from the calculation:
Multiplicity = 3
HOMO level (alpha / beta) = -0.29570 / -0.29570 Eh
E = -150884.5303 eV
Kohn-Sham gap (alpha / beta) = 0.1953 / 0.0699 Eh

Element x y z (Å)
1 H -8.7546 -3.4976 2.4830
2 H 8.2939 3.2232 0.8999
3 N -2.2512 2.3568 6.5665
4 C -2.2615 2.8826 5.1958
5 H 0.3787 -2.7526 -4.6667
6 C 7.9377 -1.3183 4.6221
7 F -0.9554 3.3137 -0.7315
8 C 6.8891 0.2993 3.1792
9 H 0.3821 -4.0533 -5.9828
10 H 4.3077 -3.7616 3.4594
11 F 3.3933 1.6401 -11.6432
12 F 1.8372 2.4803 -10.3233
13 O 2.6986 -1.7284 -5.4350
14 C -5.9013 -4.1879 3.2659
15 C -1.3867 1.3614 -7.9561
16 H -2.2875 1.7509 -7.4818
17 C 7.4540 0.1610 1.8034
18 C -8.0097 0.6850 2.0109
19 H -0.7631 2.2518 -8.0358
20 O 5.5802 1.8310 -9.2208
21 H 4.4206 -3.1128 5.0828
22 F -1.6841 3.2454 -2.8016
23 H -3.5240 4.7294 5.4086
24 H 4.5089 -1.8236 -4.3006
25 H -2.9255 2.2637 4.5924
26 O 6.0329 -2.6405 3.9489
27 C -2.6030 4.3747 4.9458
28 F -0.2453 -1.5193 1.1183
29 C -6.3368 -3.8774 1.7815
30 C -1.8345 0.9316 6.6197
31 O 5.1362 4.3113 -8.3915
32 H -1.3238 6.1741 3.6872
33 C -6.9012 -4.2708 5.4384
34 H 4.5685 -2.3666 -6.1013
35 H -5.4997 -3.2810 3.7179
36 H -10.1422 -1.6995 2.6116
37 S -2.1179 0.9328 -1.5546
38 H 6.6780 1.3433 3.4105
39 O -1.5905 5.3165 5.4569
40 H -6.8711 -4.7611 1.4327
41 F -1.2939 -1.9833 -0.6694
42 H -2.4596 -0.8582 -7.4558
43 H -2.7720 4.4292 3.8704
44 H 5.2749 -4.5228 4.7166
45 H -8.2215 1.7431 2.1643
46 H 8.2571 -1.8231 3.7104
47 O 8.2728 1.2638 1.5243
48 H 7.0068 -2.9579 5.6730
49 S 4.1440 1.6523 -9.0226
50 C 0.7682 -3.0992 -5.6239
51 O -1.5827 -0.8456 7.9978
52 O -0.0130 1.1803 0.3463
53 H -0.6056 -1.0987 9.8147
54 Pt 1.0243 0.5082 -5.4942
55 N 0.3728 -2.1566 -6.6508
56 H -5.4117 -3.9192 1.2067
57 H -7.6353 0.4680 1.0104
58 C -1.4611 -1.5310 9.2957
59 H -1.0595 -1.0102 -8.6280
60 C 4.1554 -1.7207 -5.3265
61 F 1.9355 4.7466 -6.1780
62 O 1.7456 0.2756 -1.1626
63 H -6.7901 -3.1977 5.5938
64 H 7.6033 2.9918 2.4583
65 F -3.0515 3.3946 -1.1893
66 C -0.0880 -1.5854 -0.1695
67 N 3.3204 2.4930 -7.6714
68 H -5.1479 -4.9664 3.3855
69 H -1.2509 2.7223 4.8204
70 H 8.0580 -0.6961 1.5059
71 H 8.6432 -1.3839 5.4505
72 H -1.5266 0.9997 -8.9748
73 H 4.4157 -0.7199 -5.6713
74 H -8.4132 -2.1924 3.4436
75 H 6.0149 -0.3513 3.1525
76 C 3.1780 2.4080 -10.5814
77 C -2.2742 0.3422 7.9574
78 H -3.3428 0.1356 7.8973
79 H -6.3385 -1.8776 1.8958
80 H -1.7171 -2.2160 -5.9518
81 O -3.0352 0.6417 -2.6333
82 H -2.2587 0.2914 5.8462
83 O -6.9561 -4.6014 4.1734
84 S 4.2157 3.7933 -7.3805
85 H -1.3652 -2.9178 -7.4999
86 O -2.5650 0.4343 -0.2090
87 C 2.8663 5.1931 -7.0196
88 F 3.4927 6.3133 -6.4660
89 C -1.0661 -2.1195 -6.8207
90 H -2.4052 -1.4532 9.8350
91 O -9.2056 -0.0307 2.3149
92 H -1.6412 2.8821 7.1765
93 N -7.0403 -2.5692 1.6739
94 H -6.2207 -4.8928 6.0199
95 H -1.2453 -2.5638 9.0225
96 C -8.3227 -2.5001 2.4019
97 C -0.6960 5.7924 4.4923
98 C -1.9281 2.8811 -1.5373
99 C 6.6590 -2.1149 5.0759
100 H 6.0189 -1.4756 5.6838
101 H 0.0161 5.0505 4.1311
102 H 2.7672 -3.6667 -4.8056
103 H -0.7837 0.9936 6.3369
104 C 2.2819 -3.0352 -5.5497
105 N -0.5224 0.4742 -2.1500
106 H -0.2865 6.7313 4.8651
107 C -1.3786 -0.8792 -7.5940
108 S 0.3105 0.2724 -0.7599
109 O 3.7434 0.2615 -8.9152
110 H -7.8491 -4.5655 5.8887
111 H 0.6269 -2.5139 -7.5606
112 H 8.7907 0.4006 3.8694
113 F 3.5761 3.6411 -10.8872
114 O -0.8032 0.2746 -7.1135
115 H -2.1768 1.1539 8.6783
116 N 7.9033 0.0714 4.2220
117 H -9.5102 -1.6263 0.9337
118 C 7.6764 2.5316 1.4730
119 H 6.5883 -0.0154 1.1650
120 F 2.2336 5.4303 -8.1706
121 F 0.8940 -2.4812 -0.4784
122 C 5.0003 -3.5637 4.2774
123 H 2.6546 -3.4774 -6.4736
124 C -9.3205 -1.3695 1.9759
125 H -7.3375 0.5624 2.8601
126 H 6.6301 2.5758 1.1706
127 O 4.9132 3.5358 -6.1219

No. 6
Formula: NO5S2
Source: the OMol25 dataset
Level of theory: the ωB97M-V functional and the def2-TZVPD basis

Values from the calculation:
Energy relative to the best compared isomer or geometry (same formula, charge and spin) = 0.0 kcal/mol
HOMO level = -0.21620 Eh
Charge = -1
E = -33398.8502 eV
Kohn-Sham gap = 0.3547 Eh

Element x y z (Å)
1 O -0.6565 0.5658 2.1253
2 O 1.3057 1.4930 -1.1905
3 N 0.9685 -0.4599 0.4322
4 O 0.5633 -0.6113 -2.0962
5 O -1.0126 0.5464 -0.3430
6 S 0.6716 0.2330 -0.9461
7 O -1.2884 -1.4982 1.0575
8 S -0.5516 -0.2689 0.9608

No. 7
Formula: H80O40
Source: the OMol25 dataset
Level of theory: the ωB97M-V functional and the def2-TZVPD basis

Values from the calculation:
Energy relative to the best compared isomer or geometry (same formula, charge and spin) = 176.4 kcal/mol
HOMO level = -0.37017 Eh
E = -83198.1672 eV
Kohn-Sham gap = 0.3398 Eh

Element x y z (Å)
1 H 4.3386 -0.6492 4.0461
2 H -4.5659 1.8131 3.8796
3 H -0.2300 -2.7122 -5.2122
4 O 1.5849 -2.1120 -3.7956
5 O -0.2807 -1.4314 0.6931
6 O 4.4470 2.2673 -0.1767
7 H -2.9586 2.3869 1.5207
8 O 1.5029 -0.7157 -1.6900
9 H 0.9699 2.9790 -5.5090
10 H -2.7484 -3.7587 -2.3832
11 H 0.2631 5.5204 3.1062
12 O 2.8209 1.7485 -3.2496
13 H -2.0447 -2.5006 2.7450
14 H -5.0416 1.9479 2.4312
15 O 2.1220 2.3964 4.1868
16 H -0.6205 -0.6097 -5.9473
17 H 1.5881 -2.5368 -2.9414
18 O 1.0020 4.9666 2.8273
19 O 0.0184 -3.1391 4.2439
20 H 4.3524 1.3554 0.1236
21 H 1.9839 -4.9415 2.2374
22 H -2.0562 -0.7094 -3.1144
23 H -1.0816 0.5287 -3.3447
24 H 1.0157 -5.3443 3.4106
25 O -5.6868 -0.1436 1.0443
26 H -0.7231 6.2049 0.1657
27 H 3.7513 -1.0260 0.1580
28 H -1.1150 0.1359 -4.5640
29 H -3.9461 5.1832 1.3673
30 H 2.2117 -3.4307 5.4118
31 O 2.9603 -3.6859 4.8686
32 H -4.4251 -0.6920 3.9496
33 H -2.0828 0.9263 4.0000
34 H 3.6928 -2.0262 3.6561
35 H -3.8769 -3.8382 1.2187
36 H 3.4159 1.3219 -3.8876
37 H 1.7136 4.1169 -4.9142
38 H 3.7786 2.4738 2.7660
39 H 1.5098 0.9034 1.2196
40 O 1.8391 0.1173 1.6644
41 H -3.0595 -1.4793 2.7261
42 H -5.4299 0.7802 0.9801
43 O -0.3211 -3.5708 -5.6244
44 H -3.5489 -2.7682 -4.3123
45 O -1.6450 0.0468 -2.6942
46 H -2.6180 2.7589 -2.2163
47 O 3.7212 -1.0809 3.4538
48 H -0.9914 -3.3952 2.1231
49 H 1.0339 -5.0946 -0.3203
50 H -1.0399 3.9853 1.3643
51 O -3.3206 1.5770 1.0956
52 O -3.1251 5.6498 1.5285
53 H 4.3439 1.1696 3.2232
54 H 0.5239 -3.9723 -5.4024
55 O -4.5448 -1.2892 3.2010
56 O 0.8397 3.8887 -5.2252
57 O -5.0660 1.3637 3.1866
58 H 0.3461 -0.8151 1.1046
59 H 2.6291 0.2988 2.2004
60 H 2.5770 0.9088 -2.8241
61 H -2.3389 4.0654 -3.0797
62 O -3.5138 -3.6424 2.0918
63 O 0.2169 1.5938 -3.6851
64 H -5.0122 -0.6382 2.5984
65 H 1.3870 2.2644 3.5615
66 H 0.2279 6.0370 -1.0476
67 H 0.8500 -0.0122 -1.5889
68 O -0.7669 -4.1805 1.6459
69 O 2.7666 -0.3642 -5.7716
70 H 4.6934 -0.9717 1.3655
71 H 1.4141 4.8102 3.6674
72 H -3.8322 -3.2733 -1.4994
73 H -4.9080 -0.5520 0.6511
74 H 4.7147 3.0551 -2.9088
75 H -0.0828 2.2871 -3.0865
76 O -2.0646 -1.5601 2.9853
77 O 4.2079 -0.4159 0.7496
78 O -2.5946 1.6776 4.3102
79 H 2.1015 0.0574 -6.3144
80 O 3.9713 1.5815 2.4369
81 H 2.1885 -4.3602 0.2981
82 H -0.3487 -3.0503 -0.2324
83 O 1.7639 -5.2259 0.2915
84 H 1.1596 1.3964 -3.4870
85 O -0.0827 -3.1749 -1.1562
86 H 0.7203 -1.8028 -4.0605
87 O -0.1605 1.7898 -0.8572
88 H 0.2705 2.5721 -0.4988
89 H 0.8510 -2.9983 3.7819
90 H -0.8902 2.8069 2.4234
91 O -3.0977 -3.8915 -1.4861
92 H 4.5340 2.6650 0.6882
93 O -3.6069 4.8451 -1.1056
94 O 4.8030 -3.4953 -1.0161
95 H -1.6192 -4.5484 1.3890
96 H -0.5355 -3.7965 -1.7190
97 H 2.4430 -1.1356 -5.2896
98 H 1.2587 -1.4539 -1.1257
99 H -0.9222 -1.6744 1.3673
100 O 5.4512 2.4583 -2.7741
101 H 2.7494 -4.5189 4.3902
102 O -1.2551 -0.5487 -5.2365
103 H -0.3994 -2.3018 4.4659
104 O 1.9174 -5.4144 3.0830
105 O -1.9544 3.3632 -2.5517
106 H -3.1845 5.7225 -1.0655
107 H 5.7328 -3.4856 -0.7925
108 O -2.6536 -3.1174 -4.2439
109 H -2.5538 0.9964 1.0897
110 H 2.5291 1.5916 3.8181
111 H 5.2610 2.0051 -1.9474
112 H -2.8563 5.7975 2.4313
113 H -4.2690 -3.7301 2.6797
114 H -2.7324 4.4390 -0.9712
115 H -2.1287 2.4413 4.6423
116 H -2.0792 -2.3614 -4.4045
117 O -1.4850 3.2804 1.8429
118 O -0.5426 5.6673 -0.6093
119 H -1.0771 2.0145 -1.0140
120 H 4.6604 -3.8372 -1.8987

> What is the E in the fifth record?

-150884.5303 eV

Repeat the fourth record exactly.
Formula: C5H9N3O2S
Source: the OMol25 dataset
Level of theory: the ωB97M-V functional and the def2-TZVPD basis

Values from the calculation:
Energy relative to the best compared isomer or geometry (same formula, charge and spin) = 105.3 kcal/mol
HOMO level = -0.29808 Eh
E = -24725.9602 eV
Kohn-Sham gap = 0.2964 Eh

Element x y z (Å)
1 C 2.4597 2.0695 -0.7706
2 N 0.9357 0.4294 -0.4557
3 C -2.8106 0.4309 1.0137
4 O 3.0808 -3.0835 0.8049
5 H -2.0852 2.6408 -1.0886
6 H -0.7991 -2.1228 0.3541
7 N 0.9725 -0.6617 -0.6688
8 H -2.5444 1.3280 0.5986
9 H -3.3456 0.4009 1.9232
10 S 3.7909 1.0932 -0.7693
11 C 3.7496 -3.6611 0.0767
12 O 4.3940 -4.2550 -0.6201
13 H -3.4488 -0.0804 0.3055
14 C 1.1503 1.6890 -0.4791
15 H 0.3006 2.3785 -0.4391
16 H 2.7027 3.0890 -0.9272
17 N -1.6633 -1.6246 0.5113
18 C -1.5322 -0.4101 0.9312
19 H -2.4609 -2.1441 0.2848
20 H -2.8466 2.4942 -0.5853

> Which value of E does entry 1 give?

-38772.2990 eV